A cluster of 11 separate species, C27H76O11 in total at a distorted geometry. Source: the Open Molecules 2025 dataset; level of theory: wB97M-V/def2-TZVPD.

Properties
Total charge ... -1
Relative energy (zero: lowest compared OMol25 entry of this formula, charge and spin) ... 0.00 kJ/mol
LUMO energy (spin up / spin down) ... 2.14 / 2.09 eV
2S+1 ... 2
E_tot ... -1901.82777 Eh

XYZ file:
```
114
Properties=species:S:1:pos:R:3:forces:R:3
O -1.04572 3.38106 -4.27463 -0.16 0.24 -0.33
O 2.96106 -3.29905 -4.30899 1.14 -0.02 -0.84
O -3.46168 -2.32955 3.74583 -0.64 -1.80 -1.25
O 0.01166 -0.44672 0.47139 -0.09 -0.20 -0.76
O 3.72896 1.11529 5.45735 0.12 0.75 1.22
O -3.80339 -0.82148 1.19858 -0.62 0.10 0.14
O 3.10181 2.08728 -4.72257 0.54 0.98 -0.21
O -0.45556 -5.06859 0.50387 -0.42 -1.99 0.28
O 1.03158 -2.78491 0.97840 0.06 -0.28 -0.04
O -2.01984 1.56471 0.53444 0.92 -0.40 0.72
O 1.72751 3.96264 -3.29847 -1.21 0.98 1.07
C -6.21703 -0.66726 1.13587 1.03 0.82 -0.90
C 1.54785 1.48185 -6.39724 0.13 -0.22 -0.07
C 2.00145 0.61265 -0.29834 0.33 -0.39 -1.17
C 1.83345 0.27187 4.26213 -0.37 0.57 -0.51
C -0.95745 3.75793 0.77678 -0.87 -0.87 0.58
C 2.52738 0.95804 -5.35144 -0.38 -0.76 0.48
C -4.75125 -0.34494 -1.00256 -1.11 1.22 1.23
C -1.71904 -4.70657 1.07583 1.18 1.91 -1.23
C 2.75406 -4.09475 1.78475 0.51 0.16 0.83
C -1.50343 2.49734 1.53154 0.93 0.22 -1.30
C 2.64601 4.23665 -2.22470 0.74 -0.15 -2.08
C 2.35176 -3.39941 -3.04533 -0.53 0.47 -0.36
C 1.87007 0.13724 -4.22520 -0.05 0.55 0.18
C 3.15263 1.03880 4.16989 0.58 -1.30 0.59
C 3.36880 -3.21748 -1.92527 -0.86 -0.19 -0.53
C -4.86451 -0.09698 0.52542 -0.59 -2.27 0.86
C -3.66127 -0.62507 5.29710 0.96 -0.09 0.72
C 3.86589 4.93249 -2.86269 0.53 0.06 1.04
C -2.29481 -3.68373 0.07679 -0.71 -0.49 1.17
C -1.58217 2.76710 -3.11726 0.85 -0.41 0.14
C -1.90897 1.32940 -3.46110 -0.70 -0.25 -0.15
C -2.56270 2.78311 2.52785 -1.12 0.83 0.58
C -2.71694 -1.69396 4.72146 -1.02 0.30 -0.31
C 1.98617 -2.80603 2.02359 -0.17 -1.05 -1.25
C 4.20542 0.31033 3.34409 -0.12 0.27 -1.28
C -1.40769 -1.18243 4.20593 0.15 1.32 0.00
C 0.62483 0.07262 -0.71240 0.82 1.56 0.63
H -2.47798 -2.52608 5.38369 -0.15 0.31 0.73
H -1.98870 0.67294 -2.59461 -0.28 0.19 0.21
H -6.24436 -1.75429 1.21148 0.23 0.01 -0.19
H -0.26208 3.52375 -0.02927 0.16 -0.34 0.20
H 1.43733 0.89748 -3.57493 -0.69 -0.10 -0.04
H -3.16179 -0.08952 6.10444 -0.17 0.22 0.17
H 1.46934 -2.87389 2.98086 0.15 0.33 0.27
H 3.47523 -4.04538 0.96893 -0.09 0.20 0.02
H 4.16547 -3.95201 -2.04313 -0.09 -0.13 0.27
H -3.93835 0.09596 4.52805 0.15 -0.01 -0.15
H -2.36384 -4.14549 -0.90815 -0.14 0.05 0.02
H 3.88812 0.21941 5.76340 0.00 -0.10 0.04
H -7.00469 -0.32500 0.46462 -0.25 -0.11 0.10
H -2.85733 1.35711 -3.99770 -0.15 -0.41 0.02
H 3.83022 -2.23048 -1.89314 -0.18 0.10 -0.18
H 4.51590 4.24364 -3.40221 -0.17 -0.13 -0.13
H -4.98009 -1.37788 -1.26481 0.57 -0.08 0.14
H -1.82731 4.20204 0.29282 -0.02 0.45 0.06
H 0.68119 -0.57945 -1.58402 0.03 -0.83 0.52
H -2.90572 1.95861 3.15283 0.59 -0.35 0.03
H 1.99361 1.55151 0.25538 -0.34 -0.24 0.35
H -1.20061 0.82793 -4.12053 0.34 0.46 -0.04
H 1.56049 -2.64975 -3.04528 -0.08 0.30 0.69
H -2.27101 3.61977 3.16270 0.07 0.00 0.19
H -0.73183 0.12937 0.66357 -0.50 0.22 0.03
H 2.91443 3.25645 -1.83066 0.34 0.13 0.51
H 5.20278 0.74675 3.39814 -0.10 0.25 0.50
H 3.00337 2.07105 3.85321 -0.07 -0.10 -0.11
H 1.28967 0.44583 3.33362 -0.25 -0.27 -0.11
H -0.25088 3.85827 -4.02546 0.28 0.16 0.21
H 3.79358 1.82768 -4.10965 0.12 -0.23 0.07
H 2.23712 4.85097 -1.42250 -0.54 -0.11 -0.37
H -6.40834 -0.24799 2.12365 0.13 0.01 0.02
H -5.56849 0.24117 -1.42289 0.00 0.18 -0.39
H 4.48304 5.36098 -2.07299 0.21 -0.04 0.20
H -2.45554 3.31153 -2.75821 -0.25 -0.05 -0.08
H 1.12938 -0.60324 -4.52716 -0.03 0.13 -0.15
H 2.61698 -1.92339 1.91802 0.14 0.08 0.51
H 0.14745 -4.32699 0.59324 -0.01 0.61 0.19
H 2.04064 1.98360 -7.23001 0.30 -0.04 0.10
H 1.91231 -0.80252 4.42819 0.49 -0.09 -0.21
H -2.41040 -5.53011 1.25445 0.46 -0.35 -0.31
H -0.48303 4.44804 1.47447 -0.09 0.14 0.00
H -1.48951 -0.37400 3.47939 -0.55 -0.03 -0.44
H -4.82571 0.93765 0.86621 0.16 0.29 -0.64
H -2.97922 -0.37180 0.99819 0.27 0.29 -0.05
H 2.57832 0.83628 -1.19573 0.05 0.12 -0.32
H -0.96748 -0.62444 5.03235 0.83 -0.55 0.18
H 1.82087 -4.34981 -2.99047 0.19 -0.31 0.43
H -0.66785 2.01191 2.03580 0.04 -0.30 -0.22
H 0.04670 0.91380 -1.09484 -0.29 0.13 0.20
H 2.31331 -3.14143 -4.99978 -0.12 -0.05 0.16
H 0.60014 -1.92732 0.97936 -0.53 0.59 -0.28
H -4.58200 -1.07528 5.66813 0.12 -0.11 0.03
H 1.20299 0.61821 5.08106 0.14 0.42 -0.02
H 2.76111 -3.36113 -1.03187 0.49 -0.09 0.34
H 3.29065 -4.29251 2.71269 0.26 -0.40 -0.05
H 2.58272 -0.35072 -3.56028 0.40 -0.22 -0.35
H 4.27909 -0.73291 3.65123 -0.08 -0.09 0.02
H -3.26616 -3.39414 0.47772 -0.26 0.28 -0.46
H 2.13882 3.34336 -3.90585 0.40 -0.36 -0.16
H -0.86641 2.80237 -2.29595 0.25 0.06 0.04
H 3.33962 0.37289 -5.78268 -0.07 -0.07 -0.44
H -1.52038 -4.21392 2.02763 -0.30 0.02 0.26
H 3.65336 5.77642 -3.51899 -0.57 -0.21 -0.03
H 2.06976 -4.91859 1.58197 -0.07 0.05 0.13
H -0.80923 -1.95736 3.72695 0.21 -0.05 0.48
H 0.98036 0.65442 -6.82316 -0.08 -0.03 0.07
H 0.85071 2.20796 -5.97909 -0.09 -0.16 0.28
H -3.82299 0.07168 -1.39351 0.05 -0.44 -0.09
H -2.73069 2.03624 0.09405 -0.48 0.22 -0.40
H 2.60026 -0.15610 0.19006 -0.18 0.01 0.38
H 3.99630 0.34907 2.27504 -0.34 -0.29 -0.16
H -3.76959 -1.73795 3.05532 0.16 0.47 -0.38
H -1.67682 -2.78756 0.02144 0.10 -0.09 0.02
H -3.49125 3.08687 2.04449 0.02 0.31 -0.32
```
Forces are in eV/Å.